Molecular formula: C16H26BrF2N2O4PPtS
Method: DFT, ωB97M-V/def2-TZVPD

CARTESIAN COORDINATES (ANGSTROEM)
C1 5.138 0.154 0.383
C2 4.612 1.321 -0.465
S1 2.831 1.473 -0.529
C3 2.332 -0.087 -1.292
C4 0.806 -0.295 -1.235
C5 0.476 -1.682 -1.929
C6 0.132 -2.961 -1.154
C7 -0.921 -3.817 -1.864
O1 1.389 -3.653 -1.074
C8 0.156 0.713 -2.187
O2 0.544 1.018 -3.260
N1 -1.061 1.219 -1.629
C9 -1.289 0.556 -0.351
Br1 -2.452 -0.983 -0.621
P1 -2.465 1.647 0.622
C10 -3.402 0.944 1.984
C11 -2.960 1.301 3.436
C12 -3.487 2.558 -0.553
C13 -5.003 2.328 -0.406
C14 0.164 0.211 0.089
N2 0.389 -0.507 1.361
C15 0.213 0.228 2.566
O3 0.205 -0.206 3.635
F1 0.045 1.558 2.299
C16 1.666 -1.176 1.497
O4 2.654 -0.679 1.861
F2 1.580 -2.423 1.082
H1 5.807 -0.495 -0.187
H2 4.365 -0.461 0.854
H3 5.674 0.631 1.276
H4 4.941 2.291 -0.080
H5 4.984 1.245 -1.492
H6 2.867 -0.942 -0.863
H7 2.578 -0.039 -2.361
H8 -0.291 -1.515 -2.694
H9 1.389 -1.923 -2.486
H10 -0.204 -2.741 -0.135
H11 -1.634 -3.227 -2.450
H12 -1.479 -4.436 -1.155
H13 -0.403 -4.487 -2.561
H14 1.320 -4.388 -0.448
H15 -1.039 2.236 -1.609
H16 -4.426 1.306 1.829
H17 -3.441 -0.142 1.846
H18 -2.476 0.449 3.913
H19 -3.852 1.554 4.012
H20 -2.281 2.154 3.493
H21 -3.247 3.629 -0.450
H22 -3.143 2.263 -1.554
H23 -5.484 2.809 -1.263
H24 -5.254 1.262 -0.439
H25 -5.407 2.758 0.514
H26 0.597 1.211 0.207
Pt1 7.245 0.238 2.020

Values from the calculation:
* maximum force: 2.20 eV/A
* 2S+1: 1
* total charge: +2
* orbital gap: 1.62 eV
* LUMO energy: -11.53 eV
* total energy: -4667.4511 a.u.

Molecular formula: C16H26Cl2O2Zr
Method: DFT, ωB97M-V/def2-TZVPD

CARTESIAN COORDINATES (ANGSTROEM)
C1 0.218 -1.249 -3.232
C2 1.053 -0.128 -3.365
C3 0.235 1.052 -3.411
C4 2.531 -0.180 -3.472
C5 -1.124 0.624 -3.281
C6 -1.154 -0.787 -3.162
C7 -2.352 -1.618 -2.987
C8 0.679 -2.647 -3.215
C9 0.715 2.438 -3.578
C10 -2.314 1.504 -3.293
Zr1 1.065 1.039 0.518
Cl1 3.015 2.103 0.937
Cl2 1.661 -1.352 -0.001
O1 -0.379 1.904 -0.494
H1 2.856 -1.212 -3.486
H2 3.069 0.335 -2.653
H3 2.874 0.281 -4.421
H4 1.559 2.654 -2.922
H5 -0.085 3.150 -3.374
H6 1.050 2.591 -4.608
H7 -2.127 2.444 -2.769
H8 -3.157 0.992 -2.819
H9 -2.605 1.751 -4.323
H10 -3.222 -0.980 -2.823
H11 -2.214 -2.277 -1.992
H12 -2.529 -2.214 -3.897
H13 1.650 -2.724 -2.716
H14 0.812 -3.024 -4.239
H15 -0.036 -3.280 -2.681
H16 -1.331 2.234 -0.524
O2 -2.061 -2.721 -0.529
H17 -1.194 -2.688 -0.146
C11 -1.084 0.850 5.739
C12 0.196 0.131 5.293
C13 1.425 0.779 5.947
C14 0.156 -1.315 5.808
C15 0.304 0.237 3.801
C16 0.394 0.434 2.582
H18 -1.191 0.836 6.830
H19 -1.964 0.361 5.314
H20 -1.076 1.894 5.417
H21 1.348 0.752 7.039
H22 2.326 0.221 5.669
H23 1.547 1.820 5.640
H24 -0.688 -1.874 5.410
H25 1.083 -1.837 5.565
H26 0.067 -1.306 6.907

Values from the calculation:
* maximum force: 5.14 eV/A
* 2S+1: 1
* energy above the lowest of the compared OMol25 structures with the same formula, charge and spin: 0.0 kJ/mol
* total charge: -2
* orbital gap (alpha / beta): 2.95 / 2.97 eV
* LUMO energy (alpha / beta): 4.15 / 4.15 eV
* total energy: -1743.1480 a.u.

Molecular formula: C16H26HfN2OSi
Method: DFT, ωB97M-V/def2-TZVPD

CARTESIAN COORDINATES (ANGSTROEM)
C1 -0.451 1.890 1.068
C2 -0.157 -1.738 1.564
H1 0.576 2.239 1.374
H2 -0.932 1.799 2.014
H3 -0.892 2.716 0.515
H4 0.149 -2.341 0.669
H5 0.241 -2.327 2.349
H6 -1.250 -1.701 1.728
C3 0.513 2.688 -1.922
C4 0.858 3.489 -3.011
C5 1.089 2.864 -4.251
C6 0.950 1.473 -4.344
H7 0.321 3.123 -0.950
H8 0.952 4.576 -2.884
H9 1.375 3.461 -5.119
H10 1.136 0.958 -5.301
N1 0.437 1.334 -1.987
C7 0.601 0.705 -3.217
C8 0.469 -0.757 -3.223
N2 0.246 -1.363 -1.991
C9 0.072 -2.713 -1.962
C10 0.475 -2.943 -4.328
C11 0.201 -3.533 -3.085
H11 -0.167 -3.148 -0.993
H12 0.094 -4.625 -2.991
C12 0.596 -1.545 -4.386
H13 0.803 -1.048 -5.342
H14 0.592 -3.554 -5.226
Hf1 -0.042 0.115 -0.170
C13 -2.131 0.019 -0.513
H15 -2.536 -1.003 -0.631
H16 -2.447 0.592 -1.409
H17 -2.637 0.487 0.353
C14 1.510 -1.000 4.284
Si1 0.080 -0.005 3.734
C15 -1.589 -0.744 4.173
C16 0.171 1.766 4.259
O1 0.497 -0.339 1.788
H18 1.526 -0.970 5.387
H19 2.426 -0.530 3.893
H20 1.465 -2.040 3.942
H21 -1.660 -0.732 5.281
H22 -2.455 -0.172 3.802
H23 -1.710 -1.792 3.852
H24 1.105 2.214 3.900
H25 -0.663 2.394 3.946
H26 0.192 1.761 5.361

Values from the calculation:
* maximum force: 3.32 eV/A
* 2S+1: 1
* energy above the lowest of the compared OMol25 structures with the same formula, charge and spin: 88.5 kJ/mol
* total charge: +2
* orbital gap: 8.08 eV
* LUMO energy: -7.37 eV
* total energy: -1147.0188 a.u.

Molecular formula: C16H26LuNS
Method: DFT, ωB97M-V/def2-TZVPD

CARTESIAN COORDINATES (ANGSTROEM)
C1 2.188 3.485 0.039
H1 2.075 4.016 0.991
H2 2.529 4.217 -0.704
H3 2.965 2.728 0.180
C2 0.851 2.797 -0.354
H4 1.133 1.875 -0.891
H5 0.365 2.456 0.577
C3 -0.093 3.734 -1.145
H6 -1.161 3.483 -1.046
H7 0.014 4.763 -0.747
H8 0.149 3.770 -2.220
C4 -1.154 -2.310 -1.119
C5 -1.566 -1.317 -2.089
C6 -0.395 -0.581 -2.475
C7 0.711 -1.083 -1.725
C8 0.250 -2.128 -0.870
C9 1.124 -2.841 0.103
C10 2.136 -0.663 -1.839
C11 -0.254 0.453 -3.527
C12 -2.979 -1.018 -2.445
C13 -2.038 -3.289 -0.437
Lu1 -0.898 -0.250 -0.171
H9 2.688 -0.921 -0.928
H10 2.651 -1.184 -2.662
H11 2.235 0.413 -2.026
H12 2.009 -2.236 0.341
H13 0.596 -3.069 1.034
H14 1.500 -3.787 -0.310
H15 -2.841 -2.794 0.122
H16 -2.506 -3.985 -1.149
H17 -1.464 -3.866 0.297
H18 -3.043 -0.193 -3.161
H19 -3.483 -1.891 -2.880
H20 -3.588 -0.696 -1.583
H21 0.452 1.239 -3.239
H22 0.127 -0.003 -4.449
H23 -1.204 0.927 -3.768
S1 -3.209 -0.371 3.511
C14 -1.687 -0.054 4.326
C15 -0.662 0.104 3.428
N1 -1.068 -0.017 2.080
C16 -2.409 -0.254 1.976
H24 -1.608 0.000 5.411
H25 0.394 0.300 3.614
H26 -2.959 -0.239 1.001

Values from the calculation:
* maximum force: 3.22 eV/A
* 2S+1: 1
* total charge: +2
* orbital gap: 7.93 eV
* LUMO energy: -7.73 eV
* total energy: -2313.1527 a.u.

Molecular formula: C16H26N2O8
Method: DFT, ωB97M-V/def2-TZVPD

CARTESIAN COORDINATES (ANGSTROEM)
C1 6.281 -2.404 -1.182
C2 5.012 -1.598 -1.381
O1 4.782 -0.819 -0.200
C3 3.633 -0.156 -0.139
O2 2.808 -0.153 -1.016
C4 3.513 0.535 1.209
O3 2.551 1.560 1.296
N1 1.271 1.240 0.791
C5 0.657 0.138 1.238
O4 1.137 -0.603 2.077
C6 -0.647 -0.243 0.537
C7 -1.667 -0.657 1.602
C8 -0.306 -1.424 -0.383
N2 -1.198 0.834 -0.261
O5 -2.387 0.475 -0.916
C9 -3.503 1.267 -0.563
C10 -4.760 0.409 -0.464
O6 -5.870 0.870 -0.467
O7 -4.470 -0.879 -0.347
C11 -5.559 -1.802 -0.242
C12 -5.103 -2.999 0.573
C13 -0.624 1.993 -0.629
O8 -1.159 2.773 -1.387
C14 0.701 2.348 0.048
C15 1.670 2.801 -1.047
C16 0.407 3.499 1.024
H1 6.475 -3.002 -2.067
H2 6.175 -3.062 -0.324
H3 7.123 -1.740 -1.009
H4 4.145 -2.247 -1.548
H5 5.099 -0.919 -2.236
H6 3.306 -0.252 1.950
H7 4.456 1.025 1.459
H8 -1.950 0.200 2.211
H9 -2.552 -1.072 1.126
H10 -1.217 -1.405 2.248
H11 0.472 -1.133 -1.085
H12 0.050 -2.259 0.214
H13 -1.195 -1.719 -0.934
H14 -3.356 1.749 0.412
H15 -3.666 2.057 -1.306
H16 -5.845 -2.103 -1.255
H17 -6.409 -1.293 0.225
H18 -4.233 -3.456 0.109
H19 -4.840 -2.694 1.583
H20 -5.904 -3.730 0.623
H21 1.164 3.520 -1.685
H22 1.973 1.946 -1.646
H23 2.549 3.262 -0.607
H24 -0.280 3.171 1.802
H25 -0.042 4.326 0.480
H26 1.331 3.829 1.490

Values from the calculation:
* maximum force: 0.92 eV/A
* 2S+1: 1
* SMILES string: CCOC(=O)CON1C(=O)C(C)(C)N(OCC(=O)OCC)C(=O)C1(C)C
* energy above the lowest of the compared OMol25 structures with the same formula, charge and spin: 0.0 kJ/mol
* total charge: 0
* orbital gap: 9.97 eV
* LUMO energy: 0.67 eV
* total energy: -1336.6488 a.u.